60
Properties=species:S:1:pos:R:3:forces:R:3 method="wB97M-V/def2-TZVPD" orbital_gap_ev=5.897 multiplicity=1 total_charge=-1 relative_energy_kcal_mol=0.0 e_homo_ev=-3.703
F 4.84347 1.98176 -3.16949 -0.03 -0.03 0.01
C 3.90967 1.08706 -3.63174 0.05 0.15 0.05
N 1.36524 -3.13981 -1.10004 -0.04 0.20 -0.07
C -0.71513 -4.37456 -0.45932 0.00 -0.01 -0.03
H -4.07271 0.98633 5.63732 0.00 0.00 0.00
C 3.44456 1.33287 -4.90707 -0.03 -0.05 -0.01
H 6.04006 0.44698 -1.93231 -0.01 0.00 -0.01
H -0.85125 -2.75138 1.87109 -0.02 0.00 0.00
C 4.96420 -0.63328 1.08100 0.06 -0.03 -0.16
H -2.56633 3.62395 2.57996 0.00 -0.02 0.00
H -2.53562 -3.73848 0.49962 0.01 -0.04 -0.01
H -3.51532 5.78276 1.88104 0.00 0.00 0.00
H -1.94446 -0.01941 6.40698 0.00 0.00 0.00
H -0.45231 0.17315 2.38785 0.01 -0.01 0.01
H 2.92994 -1.26842 1.38989 0.02 0.02 0.03
N -2.26309 0.38647 0.30143 -0.10 -0.01 0.18
C -2.60561 1.20917 1.17840 -0.07 0.09 -0.03
H -1.56116 -1.48604 1.06383 -0.03 0.04 -0.09
H 1.25407 -1.22736 -5.08759 -0.01 -0.02 0.04
C -3.95132 2.67587 -0.34989 0.00 -0.02 0.01
H 2.08394 -3.66391 -0.62018 -0.06 -0.07 0.02
C 0.26802 -3.96804 -1.56140 0.01 -0.09 0.01
H -4.35947 1.62127 3.27410 0.00 0.01 -0.01
C 3.65825 -0.86842 0.68842 -0.12 -0.01 0.17
C -4.35371 5.01211 0.06348 0.00 0.00 0.00
C -3.25026 2.55401 0.84931 -0.01 -0.04 -0.06
C -3.42890 1.17012 3.59977 0.00 -0.01 -0.02
C 5.83670 -0.14650 0.11532 0.00 0.00 0.01
H -0.16355 -4.80445 0.38536 0.03 0.01 -0.01
N 3.19188 -0.62737 -0.53078 0.11 0.11 -0.05
F 2.00580 0.66577 -6.63369 0.00 -0.01 0.00
H -1.33633 -5.18194 -0.86366 -0.02 0.00 0.03
H -4.77880 5.96127 -0.24029 0.00 0.00 0.00
H 0.60084 -4.88369 -2.07604 0.00 0.00 0.00
C -3.26635 0.81677 4.93293 0.00 0.00 0.02
C 2.00477 -0.59545 -4.61722 0.09 0.13 -0.16
C -2.41913 0.94190 2.66612 0.01 -0.01 0.05
C 2.46922 -0.84664 -3.31786 -0.06 -0.20 0.19
H 5.28730 -0.83443 2.09320 -0.01 -0.01 0.01
H -0.11840 -0.40805 4.77517 0.00 0.00 0.00
H -5.05270 3.95528 -1.67035 0.00 -0.01 0.00
C 5.37184 0.08712 -1.16514 0.00 -0.06 0.10
C -2.07606 0.24894 5.36577 -0.01 0.00 -0.01
H 3.80658 2.16430 -5.49314 0.00 0.00 0.00
C -1.64416 -3.27308 0.05398 0.06 0.09 -0.03
C 4.02548 -0.15755 -1.46553 0.01 0.00 -0.10
Cs 0.16516 -0.16487 -1.14197 0.05 -0.07 -0.03
C 3.45694 0.04530 -2.82894 0.05 0.00 -0.14
C -1.05507 0.02910 4.44871 0.01 -0.01 0.00
H -0.28361 -3.39260 -2.31427 0.01 -0.01 -0.02
H 1.80307 -2.60939 -1.86114 0.07 -0.01 -0.01
C 2.48534 0.45628 -5.37365 -0.02 -0.03 0.03
C -3.64958 4.90932 1.25320 0.00 0.00 0.00
C -1.23258 0.36586 3.11575 -0.01 0.01 -0.03
H -4.02432 1.78933 -0.96867 -0.01 0.00 0.00
C -4.50433 3.88433 -0.73789 0.00 0.02 0.01
N -0.99356 -2.33418 0.95952 0.01 -0.02 0.07
C -3.11129 3.68812 1.64507 0.01 0.02 0.03
H -2.01175 -2.69589 -0.80213 -0.02 -0.01 0.00
H 6.87588 0.04231 0.35781 0.00 0.00 0.00


119
Properties=species:S:1:pos:R:3:forces:R:3 method="wB97M-V/def2-TZVPD" orbital_gap_ev=6.927 multiplicity=1 total_charge=-1 e_homo_ev=-5.712
H 8.27259 5.35283 1.01397 -0.17 -0.09 0.04
C -10.62327 -1.48244 1.74861 -2.05 -2.28 0.13
P -2.09348 0.75400 -0.92813 -0.68 2.39 -1.11
H 4.06594 0.90422 -3.48971 0.06 0.30 0.08
F 1.07315 -3.07055 5.25013 3.20 1.58 -3.50
H 0.88172 -4.97554 -6.14422 -0.02 0.09 0.17
H -3.06680 5.88361 2.93225 0.20 -0.05 -0.24
H 0.12307 -1.39406 -0.52716 -1.65 -1.24 2.11
C 8.17768 3.31501 -5.02377 -0.03 -0.05 0.28
O -3.27386 -4.63350 0.20027 0.06 0.80 -2.20
C -6.43414 -0.04751 2.86066 -0.75 0.99 2.71
H -5.58512 -3.78624 -0.92014 0.90 0.85 -1.05
H 6.08111 3.15120 -5.62970 0.35 0.08 -0.04
H -1.70554 -1.86206 -1.58847 -1.31 -0.07 2.32
F -10.58047 0.92784 1.03391 2.78 -3.17 2.31
H -1.30406 3.16571 -0.20922 1.21 -1.68 -1.21
Br 1.01241 -6.49338 -4.19784 -0.08 0.05 0.01
H 0.42652 -0.61157 2.22903 0.25 -2.66 -1.11
C -0.84691 2.24489 -0.76458 1.65 0.43 0.06
H 6.82216 4.75208 -5.88429 0.06 -0.18 0.06
C 1.66276 -2.52238 3.97702 -2.23 -1.83 -2.49
C 6.90199 4.12912 2.13996 -0.28 0.04 0.19
H 6.97739 4.78958 3.00826 0.04 -0.06 -0.20
F -6.77692 0.93997 3.95431 1.02 -3.16 -3.39
Br 3.19596 2.20400 6.67333 0.09 -0.08 0.00
C -7.02421 0.58544 1.48460 -0.26 2.34 -2.42
C 5.64429 -5.35269 -4.71635 -0.06 0.24 0.04
F -9.95861 -2.54788 2.58062 -2.41 3.87 -3.16
O -1.68427 0.05281 0.63799 -1.47 -1.85 -0.58
Br 7.36344 3.25162 -7.77253 -0.08 -0.04 0.11
Cl -2.58635 1.57768 -2.87043 -1.75 -1.02 -1.33
Br 3.72474 -0.37056 9.26812 -0.08 0.06 0.01
C -9.70809 -0.08330 1.71335 -2.79 1.27 0.69
C -2.57757 -1.78740 -0.75488 1.38 1.42 -2.10
C 4.82236 -6.48146 -5.29283 0.12 -0.19 -0.19
H 4.04006 -0.12522 6.34326 -0.29 0.05 0.13
C 7.30701 4.85733 0.87991 0.30 0.09 -0.09
F 2.91151 -1.67226 3.98081 -4.71 -2.35 0.72
Br 5.02782 3.59136 2.07377 0.17 -0.04 0.00
H 2.39354 0.08142 5.69348 0.11 0.00 0.23
H -0.98201 0.17894 -1.67435 -0.58 -0.88 0.67
H 1.95099 2.97284 1.25391 -2.07 -1.20 0.31
C 7.00230 3.67363 -5.90236 0.02 0.21 -0.19
C -4.77545 -0.17341 2.93628 1.35 0.90 2.75
C 4.15324 3.08886 -3.38749 -0.38 0.12 -0.18
H 1.56620 0.25422 8.17427 0.27 -0.07 -0.17
F -9.56146 0.35799 3.11411 -0.08 -1.45 -4.54
H -0.39132 -3.11422 0.29348 0.35 2.07 -0.03
Br 5.21241 -8.16905 -4.39514 -0.13 0.13 -0.03
F -10.90857 -2.00552 0.36885 1.30 1.85 5.03
H 0.09884 2.99970 1.73567 1.91 -1.54 -0.57
Br 4.92696 -4.76069 -3.00140 0.11 -0.06 -0.06
C 0.96215 2.32145 1.33069 0.80 0.16 -0.45
F -8.59870 0.47228 -0.46756 0.80 -2.30 4.33
C 0.68334 -1.62497 1.65147 1.37 -0.41 -0.65
H 2.49146 -3.94400 -4.35165 -0.28 -0.03 0.01
H 9.14178 3.61432 -5.44436 -0.31 -0.07 0.02
F 0.56525 -4.29486 2.45525 0.23 4.54 1.04
C -2.69166 5.53233 1.96693 -0.20 -0.17 -0.18
Br 4.78471 1.41048 -1.15010 -0.27 -0.16 -0.18
F -0.62184 2.70104 -2.18391 1.43 0.20 3.11
Br 8.26536 1.39118 -4.71210 0.11 0.10 -0.07
H -0.93009 5.75917 0.68825 -0.19 0.03 0.22
H 1.44700 2.26888 -0.92128 -1.98 -1.13 1.69
F -6.06910 0.73872 0.36453 -2.90 -0.82 4.27
Br 0.72696 -3.08502 -2.80410 0.23 -0.09 -0.06
F -5.06594 -1.89486 1.15369 3.10 1.00 3.17
H 8.06658 3.75871 -4.03048 -0.04 -0.03 -0.16
H 1.39731 -2.79641 -5.16570 -0.07 -0.17 0.08
H 0.82972 0.64195 -0.20420 -0.79 2.07 -0.30
C -1.91317 -1.43098 0.67602 2.94 2.48 -1.66
C 2.42793 -0.31310 7.81174 0.00 -0.26 0.02
F -1.95000 -0.82638 3.15041 -2.22 -2.50 -3.07
H -1.69754 -4.45272 -2.30965 -1.21 0.35 -0.39
F -2.21059 -3.09636 2.52147 -1.21 3.97 -1.24
C 3.04011 0.26286 6.55653 -0.17 0.13 -0.19
C 4.68074 1.70815 -3.07534 0.28 -0.06 0.11
C 0.94205 -2.88280 2.68987 2.56 1.29 3.09
F -4.53835 -2.62234 3.34053 0.83 3.18 -3.14
H 6.69146 -5.61967 -4.54895 -0.30 -0.02 -0.07
H -1.71563 7.28296 1.17588 -0.02 -0.20 0.06
H 3.74392 -6.31892 -5.21199 0.27 0.00 0.09
P -3.40544 -3.48937 -1.10813 -4.85 -1.41 -2.00
C 1.44429 -3.67701 -4.51905 -0.11 0.25 -0.03
C -8.33160 -0.21997 0.85001 0.82 -0.09 -3.61
H 4.31311 3.33367 -4.44121 0.01 -0.09 0.16
C -1.45956 6.26965 1.49753 0.05 0.23 0.01
H 4.59439 3.87295 -2.76584 0.01 -0.28 -0.08
C -4.19232 -1.57656 2.29838 -2.71 -1.84 1.19
F -7.14193 -1.29837 3.23985 2.40 3.89 -1.53
Br -0.18158 6.50769 2.95224 0.00 -0.08 -0.10
O -2.65671 -4.24763 -2.51469 0.83 1.23 3.44
F -7.99385 -1.63865 0.45297 -1.27 4.76 1.85
F -4.51392 -0.27114 4.42315 -0.68 0.40 -4.51
C -2.60223 -1.69700 2.09859 2.59 -1.65 1.64
H -0.45608 -4.64325 -5.01469 0.28 0.04 0.03
F -4.08528 1.05591 2.49348 -2.68 -4.21 1.24
H 6.56954 5.59317 0.54724 0.11 -0.25 0.17
Br 2.22113 3.18111 -3.13350 0.28 0.10 -0.17
N -4.96530 -3.24382 -1.59067 2.62 -1.45 2.22
H 5.08172 -6.65122 -6.34152 0.01 0.08 0.18
C 0.62236 -4.80579 -5.09553 0.04 -0.11 -0.17
H 2.13187 -1.35390 7.65393 0.07 0.19 -0.06
H 7.48708 3.22407 2.32546 -0.10 0.25 -0.15
O -3.25511 -0.54777 -1.27679 1.43 -2.69 2.26
H -3.17797 2.28073 0.44531 -0.18 -1.14 -1.42
H 1.74522 -1.41168 1.15072 -2.16 -0.54 1.01
H -3.49088 5.60423 1.22402 0.18 0.02 0.07
C 0.62709 1.79490 -0.20135 0.84 0.71 0.07
O -3.38503 1.78619 -0.39772 0.56 -0.54 1.72
H 1.24121 1.42326 2.06288 -0.91 2.00 -1.49
H 5.70717 1.59660 -3.43565 -0.16 0.03 0.05
H 5.59731 -4.47208 -5.36300 -0.01 -0.18 0.05
Br -2.34339 3.62180 2.15278 -0.26 0.48 0.72
C -0.34150 -1.95036 0.41998 0.09 -0.91 1.57
Br 7.57700 3.61364 -0.59870 0.05 0.18 0.02
F -7.51395 1.98323 1.78431 1.38 -4.39 -0.96
H -3.73884 -5.49251 -0.05703 0.82 1.82 0.14
F -11.98495 -1.23081 2.35113 4.97 -0.79 -1.99


68
Properties=species:S:1:pos:R:3:forces:R:3 method="wB97M-V/def2-TZVPD" orbital_gap_ev=2.018 multiplicity=1 total_charge=+3 e_homo_ev=-17.427
H -4.90688 2.40970 0.89624 1.59 -1.09 -1.29
C -4.04038 1.80935 0.35752 0.72 -0.73 0.71
H 2.20584 -2.63875 -1.83662 -1.85 1.19 0.81
H 1.99867 -3.93589 1.08097 -1.60 1.76 1.14
C 1.08255 3.44119 2.71069 1.44 0.80 0.85
H 3.20936 -1.83849 0.89380 -2.63 0.66 0.50
N 2.28093 3.25968 3.62279 -6.20 4.85 -3.58
H -5.20490 -0.29160 -2.55077 0.59 2.20 0.95
O 0.55712 4.82319 2.61830 5.18 -2.14 3.21
C -4.65554 0.65542 -2.08185 0.53 -0.79 0.74
C -2.76794 -0.64843 -3.55747 -0.74 -2.26 -1.27
C -2.68927 -1.84394 -2.43883 -0.55 -0.41 -1.86
H -2.40249 0.82663 -1.77938 -1.43 -0.08 -2.08
C 1.48897 -3.07175 1.71780 1.60 -0.63 0.56
H 0.32922 -3.17014 1.80787 2.12 0.33 -0.62
C 3.91788 2.21339 -0.42750 1.18 -0.60 0.02
H -2.98577 1.67111 -3.40753 -0.07 -1.91 0.83
H 4.85698 1.86210 -1.07239 -2.15 0.75 1.54
H 1.90216 -0.85586 2.00211 0.49 -1.59 -2.08
H -3.37100 2.50313 -0.31374 -1.48 -1.32 1.29
H 1.32773 6.71323 3.63753 0.42 -2.53 -0.13
H -1.78945 -0.53095 -4.19593 -1.75 0.27 1.49
H 0.59156 -2.28932 -3.62285 -0.98 1.08 2.01
H -0.20664 1.07465 -1.58450 2.21 0.39 1.10
F 4.52013 3.03350 0.69006 -1.96 -1.77 -2.41
N 3.28916 -0.32540 -3.36432 -4.49 3.49 10.80
H -3.64552 -0.82502 -4.34582 1.91 0.36 1.88
H -4.26308 -0.43334 0.00561 -0.66 1.27 -0.64
C 1.27271 -1.11509 -0.24700 -0.67 -1.22 0.76
H -3.59506 -2.58451 -2.67695 1.25 1.76 0.69
C 0.57907 2.66277 -0.11928 0.07 2.26 -0.96
N -1.49704 -0.62250 0.73658 10.67 -3.10 -4.48
C 0.76977 -3.77609 4.21072 -0.44 -0.14 0.18
C 3.14224 0.87696 0.21399 1.32 0.09 -0.39
H -3.38045 1.35053 1.22892 -1.29 1.14 -1.86
H -2.88976 -1.44827 -1.34922 0.49 -0.82 -1.11
C 1.46894 5.55724 3.50864 1.33 -4.94 -0.06
C 1.92297 0.31932 -0.79306 1.59 0.15 -0.81
H -0.07255 -0.75133 -2.76245 0.04 -2.14 0.29
Al 3.71651 2.77356 5.70670 0.15 0.16 0.09
H 1.45960 3.46719 -0.06078 -1.82 -2.02 -0.15
H 4.02922 0.07773 0.27328 -2.31 1.58 -0.15
C -0.31291 -0.95402 0.26341 -7.37 3.54 3.15
H -5.87522 0.53147 -0.15461 2.19 -0.49 -0.80
H 3.24497 2.84082 -1.14507 1.26 -0.72 1.76
C -4.71883 0.54496 -0.44723 -0.69 1.11 -0.76
H 2.81802 -4.22716 3.31729 -1.31 2.39 -0.21
H 0.69022 -3.25586 -0.92357 1.30 2.24 -0.75
C 1.17450 -2.28170 -1.41928 -1.41 -1.14 0.29
H -1.43232 -3.44334 -3.46779 -0.02 1.61 1.62
C -1.33072 -2.76112 -2.49348 0.13 0.79 0.32
C 2.79348 0.03661 -2.20219 2.09 -3.22 -7.82
C 2.06867 -3.30651 3.26969 -1.58 -0.86 0.55
H -5.21350 1.65125 -2.38460 0.88 -1.77 -0.01
H 1.29254 2.02549 -2.15041 -1.06 -1.01 2.16
H -0.35116 3.28714 -0.53434 1.83 -1.37 0.85
C 2.05292 -1.65876 1.13093 -0.21 -0.37 0.34
H -0.22622 -3.20886 3.91693 2.10 -0.94 0.48
N 2.46984 4.58059 4.08497 -3.70 2.17 -2.41
S 0.16506 2.18162 1.62343 1.65 1.24 0.82
H 0.52148 -4.93146 4.07308 0.72 2.52 0.32
C 0.07208 -1.90262 -2.61974 1.18 -1.35 -0.61
C -3.14080 0.74461 -2.71002 -0.09 1.45 2.59
H 2.49322 -2.32710 3.74885 -0.52 -1.89 -1.11
H -1.37216 -3.49670 -1.58449 0.25 1.62 -1.53
H 0.93920 -3.55265 5.35803 -0.16 -0.62 -2.41
C 0.83363 1.46361 -1.19717 0.26 0.77 -1.20
H 2.78842 1.03482 1.31549 0.43 -0.01 -2.15


12
Properties=species:S:1:pos:R:3:forces:R:3 method="wB97M-V/def2-TZVPD" orbital_gap_ev=10.263 multiplicity=1 total_charge=+1 relative_energy_kcal_mol=40.0 e_homo_ev=-13.978
N -0.60674 0.29288 -1.01419 1.64 -0.92 -1.14
H -3.02525 0.49836 -2.38658 0.37 0.62 -0.36
H -2.20287 2.09324 -3.09222 -0.46 0.72 -0.63
N -1.21375 1.15572 -1.69563 -0.36 0.86 -0.22
C -2.21876 1.25580 -2.44847 -0.32 -1.54 1.10
H 1.04622 -1.30749 2.36493 -0.54 -1.10 1.42
N 1.47505 -0.93337 1.56622 4.17 1.97 -0.57
H -1.12095 0.91423 0.73714 1.94 -0.51 -0.96
H 0.70775 -0.50941 0.89931 -0.28 -0.44 -1.03
H 1.91411 -0.02350 1.86931 -0.66 -0.82 0.10
N -0.34957 0.34174 0.19497 -2.90 0.87 2.23
H 2.40108 -1.43138 1.29165 -2.60 0.30 0.05